(1)
Here is a structure of composition C27H31Br2IrN4O2Te from OMol25. Energies are from ωB97M-V/def2-TZVPD.

Values from the calculation:
Kohn-Sham gap (spin up / spin down) = 6.82 / 5.65 eV
relative energy (zero: lowest compared OMol25 entry of this formula, charge and spin) = 26.90 kcal per mole

Geometry as ORCA input:
```
! RIJCOSX wB97M-V def2-TZVPD def2/J DEFGRID3
* xyz 2 5
Ir 0.0116 1.1729 -0.8504
Br -4.3152 6.1033 -3.1531
C -3.1437 4.8024 -2.4726
C -2.1798 5.1377 -1.5331
C -1.3493 4.1343 -1.0763
N -1.4323 2.8710 -1.4889
C -2.3562 2.5428 -2.4026
C -3.2292 3.4910 -2.9169
C -2.3528 1.1333 -2.8663
C -3.3333 0.6292 -3.7059
C -3.2302 -0.6757 -4.1684
Br -4.5202 -1.3625 -5.3438
C -2.1595 -1.4580 -3.7573
C -1.2407 -0.8925 -2.9004
N -1.3264 0.3648 -2.4590
H -2.0782 6.1522 -1.1759
H -0.5798 4.3544 -0.3476
H -3.9632 3.2378 -3.6656
H -4.1756 1.2305 -4.0097
H -2.0450 -2.4748 -4.1033
H -0.3909 -1.4655 -2.5522
C 5.2870 -6.0661 0.2898
C 4.5319 -4.7885 0.1013
C 4.9368 -3.6103 0.7272
C 4.2776 -2.4098 0.5342
C 4.7783 -1.1750 1.2346
C 3.1512 -2.4009 -0.3126
Te 2.2535 -0.5140 -0.6627
C 2.7060 -3.5722 -0.9446
C 1.5182 -3.6222 -1.8643
C 3.4096 -4.7446 -0.7195
H 6.1408 -5.9381 0.9510
H 5.6480 -6.4395 -0.6699
H 4.6384 -6.8397 0.7048
H 5.7997 -3.6322 1.3817
H 5.6497 -1.4047 1.8440
H 4.0112 -0.7591 1.8905
H 5.0649 -0.4095 0.5110
H 1.0278 -2.6518 -1.9292
H 0.7941 -4.3579 -1.5122
H 1.8268 -3.9177 -2.8678
H 3.0781 -5.6543 -1.2084
N -1.0302 0.7025 0.9695
C -1.9957 0.4829 1.5829
N -3.0384 0.1980 2.2836
C -3.8631 1.2139 2.9574
C -3.9372 0.8694 4.4425
O -4.4126 -0.4458 4.6249
C -3.5614 -1.4084 4.0427
C -3.4528 -1.1942 2.5356
H -4.8661 1.1826 2.5266
H -3.4360 2.2032 2.8049
H -4.6408 1.5330 4.9406
H -2.9454 0.9867 4.8991
H -4.0000 -2.3833 4.2449
H -2.5621 -1.3619 4.4951
H -4.4291 -1.3487 2.0716
H -2.7312 -1.8797 2.0952
C 3.1913 4.3771 0.0860
C 2.1527 3.3414 0.3578
C 1.7165 3.0840 1.7670
O 1.6528 2.7184 -0.5770
H 3.7319 4.6606 0.9833
H 2.7042 5.2679 -0.3217
H 3.8824 4.0259 -0.6802
H 2.4175 3.4734 2.4981
H 1.5659 2.0126 1.9134
H 0.7476 3.5680 1.9268
*
```



(2)
Here is a cluster of 3 separate species, C37H47BrClF5IO16P3S in total in a non-equilibrium geometry from OMol25. Energies are from ωB97M-V/def2-TZVPD.

Values from the calculation:
Kohn-Sham gap = 5.56 eV
SMILES = C=Cc1c(CCCCl)c(CC(=O)I)c(P(C)CC)c2c1C(=O)c1c(CC(=O)O)c(Br)c(S(=O)(=O)C(F)(F)C(F)(F)F)c(OCCC)c1C2=O.COP(=O)(OC)OC.COP(=O)(OC)OC

Geometry as ORCA input:
```
! RIJCOSX wB97M-V def2-TZVPD def2/J DEFGRID3
* xyz 0 1
C -6.5964 0.0619 -3.5178
C -5.5801 -0.7517 -2.7765
C -4.0419 -0.2898 -2.4359
C -2.7740 -0.3806 -3.5231
C -3.1405 -1.0051 -4.9931
C -3.6734 -2.5545 -4.9817
C -2.7160 -3.6173 -4.1821
Cl -3.3393 -5.3707 -4.1688
C -1.2586 0.1682 -3.0758
C -0.0746 0.0630 -4.2043
C 0.8008 -1.3587 -4.1068
O 1.7655 -1.5503 -5.0105
I 0.5190 -2.9043 -2.5841
C -0.9397 0.7857 -1.5922
P 0.7207 1.4923 -0.9727
C 2.2390 0.6772 -1.7947
C 0.7645 3.3584 -1.5313
C 0.2284 3.5871 -3.0631
C -2.2180 0.8354 -0.5145
C -3.7468 0.2960 -0.9273
C -4.9168 0.3903 0.2652
O -6.1827 0.7601 0.0239
C -4.3457 -0.0018 1.7883
C -5.1744 -0.8871 2.8909
C -6.7029 -1.3854 2.4844
C -7.8387 -0.2526 2.9580
O -7.6356 0.3625 4.1384
O -9.0538 0.0723 2.1916
C -4.4442 -1.2393 4.3467
Br -5.5534 -2.3836 5.5986
C -2.9370 -0.7603 4.7809
S -2.0454 -1.1691 6.3753
O -2.9573 -1.5400 7.5681
O -1.1026 -0.0202 6.8928
C -0.8715 -2.6475 6.0783
F -0.3912 -3.2245 7.3867
F 0.3928 -2.2140 5.3735
C -1.5309 -3.8158 5.1349
F -2.8337 -4.2941 5.6532
F -1.5496 -3.4168 3.6962
F -0.5826 -4.9893 5.2081
C -2.1168 0.1850 3.6710
O -0.7662 0.7078 3.9612
C -0.8006 2.0995 4.4361
C 0.6538 2.7794 3.9671
C 1.7651 1.6022 3.5800
C -2.8220 0.5478 2.2060
C -2.0534 1.4564 1.0303
O -1.4135 2.5934 1.3157
H -6.5130 1.2303 -3.5746
H -7.5067 -0.4484 -4.0979
H -5.9202 -1.8384 -2.4558
H -2.2909 -0.9333 -5.7943
H -4.0422 -0.3475 -5.4169
H -4.7665 -2.7060 -4.5929
H -3.6828 -2.9099 -6.1215
H -1.6459 -3.5943 -4.7109
H -2.5184 -3.1799 -3.0917
H 0.6273 1.0079 -4.0473
H -0.4434 0.1210 -5.3188
H 3.1861 1.0060 -1.1464
H 2.4699 1.1010 -2.8866
H 2.2451 -0.4969 -1.7835
H 1.8771 3.6992 -1.3405
H 0.1132 3.9491 -0.7237
H -0.6680 2.9068 -3.3836
H 1.1800 3.4782 -3.7709
H -0.1039 4.7125 -3.1501
H -7.0055 -2.3898 3.0034
H -6.7464 -1.4533 1.2980
H -8.8459 0.4530 1.2873
H -0.8401 2.2295 5.5982
H -1.6523 2.7335 3.9131
H 1.1253 3.4303 4.8330
H 0.4997 3.4627 3.0098
H 1.8070 0.7600 4.4230
H 1.5240 1.1399 2.5079
H 2.8697 2.0399 3.5196
C 4.7728 -2.5068 4.5100
O 4.9178 -1.1151 4.7053
P 5.9870 -0.4202 5.8744
O 6.4676 -1.8076 6.3192
O 4.6890 0.0771 6.7605
C 3.7061 -0.8552 7.1647
O 7.0565 0.2747 7.0434
C 6.8784 -0.0305 8.4167
H 5.5020 -2.8537 3.7720
H 4.8499 -3.0920 5.4290
H 3.7705 -2.6832 4.1116
H 4.1392 -1.8335 7.3869
H 2.9430 -0.9475 6.3872
H 3.2267 -0.4769 8.0753
H 6.6205 -1.0790 8.5819
H 6.1008 0.6117 8.8382
H 7.8159 0.1801 8.9382
C 3.4891 -0.6095 -7.1091
O 3.5961 0.6316 -6.4428
P 3.4589 2.1602 -7.2412
O 3.2140 1.4776 -8.5932
O 5.0651 2.4318 -6.9892
C 6.0221 1.4873 -7.4260
O 3.3216 3.6888 -8.0397
C 4.2351 4.0179 -9.0732
H 2.4425 -0.9272 -7.1315
H 3.9103 -0.6074 -8.1168
H 4.0588 -1.3446 -6.5349
H 5.7200 1.0018 -8.3573
H 6.1852 0.7391 -6.6455
H 6.9680 2.0124 -7.6035
H 4.4557 3.1678 -9.7225
H 5.1619 4.3994 -8.6369
H 3.7918 4.8106 -9.6818
*
```



For reference, electronic energy by record: -6936.7244 -7893.9881 Ha.